20
Properties=species:S:1:pos:R:3:forces:R:3:lowdin_charge:R:1 method="wB97M-V/def2-TZVPD" max_force_ev_per_a=1.7 total_charge=-1 orbital_gap_ha=0.2327 energy_ev=-20300.87244 relative_energy_kj_mol=81.0 homo_ev=-3.0
C -0.63576 0.29508 -2.15407 0.5 -1.0 0.6 -0.15
C -1.99643 0.89120 -1.76456 0.2 1.6 -0.5 -0.39
C -3.05838 -0.10588 -1.26540 0.4 0.1 -0.4 -0.75
S -2.63628 -0.82373 0.37140 -0.1 0.1 -0.4 0.22
H -0.23399 0.60647 -3.12103 -0.4 -0.1 -0.1 0.05
H 0.22010 0.41292 -1.45699 -0.8 0.4 0.0 0.06
H -0.79547 -0.78316 -2.11551 0.3 -0.2 -0.5 0.05
H -2.35164 1.51366 -2.63925 0.0 -0.8 0.6 0.09
H -1.79322 1.65318 -1.00789 -0.3 -0.1 0.3 0.08
H -4.05172 0.37066 -1.25802 0.3 0.0 0.2 0.03
H -3.12855 -0.88306 -2.04687 0.0 -0.1 0.3 0.04
H 5.66512 1.11249 -0.38264 -0.6 -0.3 0.4 0.03
H 6.10362 -0.02041 0.65797 -0.7 0.2 -0.1 0.03
O 6.38407 0.60616 -0.00968 1.2 0.1 -0.3 -0.06
H -0.76881 0.19247 1.14117 0.0 -0.2 -0.1 -0.09
H -0.32709 -0.34121 2.46134 -0.1 -0.1 0.2 0.02
O -0.00869 0.25016 1.77762 0.1 0.2 0.0 -0.15
H 1.87716 0.12088 1.85730 0.2 0.4 -0.4 -0.01
H 2.46292 -1.13531 2.25299 0.6 -0.1 -0.1 0.02
O 2.77261 -0.27093 1.94752 -0.7 -0.3 0.3 -0.11